# 1
C12H34KN2O4 | ωB97M-V with the def2-TZVPD basis set

```
53
Properties=species:S:1:pos:R:3:mulliken_charge:R:1
K 0.5133 -0.2148 -2.2612 0.80
C 0.5413 3.6123 -0.5567 -1.09
C 1.6738 2.6880 -0.8475 0.62
O 1.5509 2.1179 -2.1604 -0.57
H 0.6188 4.1783 0.3690 0.29
H -0.4387 3.1554 -0.5372 0.37
H 0.4549 4.3451 -1.3679 0.42
H 1.5691 1.8124 -0.2016 -0.39
H 2.6082 3.2218 -0.6752 0.38
H 1.7893 2.7049 -2.8842 0.27
C -2.6403 1.0795 -3.7258 -0.73
C -2.5999 -0.2042 -4.5296 -0.31
O -1.7808 -1.2081 -3.8805 -0.47
H -1.6765 1.4485 -3.3745 0.08
H -3.4127 1.0468 -2.9625 0.20
H -2.9054 1.8267 -4.4812 0.39
H -2.1868 0.0101 -5.5172 0.34
H -3.6155 -0.5690 -4.6847 0.28
H -1.3937 -1.7321 -4.5897 0.29
C 3.1017 -0.8799 0.9152 -1.19
C 2.4462 -2.2431 0.6498 0.33
C 1.1676 -2.6136 1.3665 -0.30
O 1.3183 -2.8938 2.7121 -0.41
C 0.2470 -3.5500 3.3240 -0.74
N 2.1028 -2.1510 -0.8085 -0.53
H 3.7178 -0.8579 1.8258 0.34
H 2.4018 -0.0573 1.0722 -0.10
H 3.8897 -0.5062 0.2541 0.48
H 3.2052 -3.0155 0.8115 0.43
H 0.6608 -3.4042 0.7858 0.53
H 0.4100 -1.8175 1.2582 -0.26
H -0.0465 -4.4941 2.8412 0.33
H -0.6961 -2.9923 3.3074 0.20
H 0.5473 -3.8524 4.3230 0.30
H 2.0883 -3.1200 -1.1406 0.24
H 2.9895 -1.8340 -1.1917 0.27
C -2.2251 -1.2382 0.9606 -1.36
C -1.7283 0.1870 1.0484 0.24
C -0.5656 0.5258 1.9864 0.04
O -0.4780 1.9355 2.0215 -0.29
C 0.3063 2.4738 3.0745 -0.90
N -1.5058 0.6600 -0.3555 -0.30
H -2.3746 -1.7183 1.9303 0.32
H -1.6196 -1.8892 0.3304 0.30
H -3.2138 -1.2453 0.4957 0.41
H -2.5207 0.8335 1.4429 0.46
H 0.3936 0.2038 1.5711 -0.41
H -0.7854 -0.0217 2.9068 0.47
H 0.8544 3.3706 2.7973 0.26
H 1.0248 1.7438 3.4642 0.37
H -0.4098 2.6361 3.8871 0.32
H -0.9589 1.5090 -0.3376 -0.25
H -2.4143 0.9973 -0.6614 0.23
```

Computed properties:
E_HOMO = -12.182 eV
multiplicity = 1
HOMO-LUMO gap = 9.505 eV
electronic energy = -40484.6485 eV
total charge = +1

# 2
C6H6O | ωB97M-V with the def2-TZVPD basis set

```
13
Properties=species:S:1:pos:R:3:mulliken_charge:R:1
O -1.0891 -1.6470 0.4480 -0.50
C -0.4937 -0.4758 1.0557 -0.33
C 0.8135 -0.6534 0.0970 -0.20
C 1.3344 0.6939 -0.3199 -0.58
C 0.2183 1.4234 -0.3841 -0.51
C -0.9187 0.4636 -0.0887 -0.20
C -0.4856 -0.9292 -0.6620 -0.36
H -0.6643 -0.3906 2.1458 0.42
H 1.3752 -1.4299 0.5713 0.49
H 2.3656 1.0058 -0.4636 0.42
H 0.1297 2.4828 -0.5745 0.42
H -1.9538 0.7854 -0.1577 0.48
H -0.6314 -1.3289 -1.6673 0.46
```

Computed properties:
E_HOMO = -9.078 eV
multiplicity = 1
HOMO-LUMO gap = 10.222 eV
electronic energy = -8362.4795 eV

# 3
C2H6S | ωB97M-V with the def2-TZVPD basis set

```
9
Properties=species:S:1:pos:R:3:mulliken_charge:R:1
C -0.7342 -0.2260 0.9990 -0.45
C -1.6122 -0.5104 1.9847 -0.38
H 0.1702 -0.8015 0.6615 0.25
H -1.2153 0.3117 0.1849 0.20
H -1.5204 -1.3011 2.7780 0.23
H -2.5194 0.2618 2.2207 0.16
S 2.8763 0.4307 -2.5422 -0.33
H 2.3818 1.7540 -2.5372 0.16
H 2.1731 0.0809 -3.7495 0.16
```

Computed properties:
SMILES = C=C.S
E_HOMO = -9.819 eV
multiplicity = 1
HOMO-LUMO gap = 10.614 eV
electronic energy = -13004.5601 eV

# 4
C45H55F5HgN5O4PTe | ωB97M-V with the def2-TZVPD basis set

```
117
Properties=species:S:1:pos:R:3:mulliken_charge:R:1
Hg -0.1879 -0.1132 0.3577 0.56
N -3.5950 -1.2481 0.4380 -0.27
C -3.2947 -1.1342 1.8722 0.33
C -3.0005 0.3148 2.2997 0.15
O -3.7941 0.8597 3.0883 -0.87
O -1.9498 0.8356 1.8213 -0.40
H -4.5917 -1.3364 0.2896 0.24
H -3.1301 -2.0626 0.0543 0.11
H -2.3939 -1.7189 2.0674 -0.49
H -4.1029 -1.5258 2.4999 0.29
C 3.8186 -7.7378 5.8121 -1.50
C 2.9526 -6.7850 5.0293 0.87
C 2.4746 -7.1126 3.7707 -1.17
C 1.6917 -6.2287 3.0274 1.37
C 1.1941 -6.6973 1.6811 -1.66
C 1.3685 -4.9597 3.5385 -0.78
Te 0.1617 -3.6470 2.1946 0.46
N -0.5572 -2.1278 0.2122 -0.37
C -0.4992 -2.8089 -0.9089 -0.09
O -0.3208 -4.0533 -1.0050 -0.79
C -0.7131 -2.1319 -2.2681 0.12
C -1.6329 -1.1069 -2.4625 1.17
C -1.8725 -0.6101 -3.7415 -0.18
C -1.1807 -1.1116 -4.8329 -0.65
C -0.2369 -2.1172 -4.6409 -0.66
C -0.0218 -2.6301 -3.3728 -0.80
C 1.5912 -2.0729 2.3572 0.11
C 1.3792 -0.9226 3.1254 1.18
C 0.1403 -0.6446 3.9370 -2.18
C 2.3543 0.0822 3.1247 -0.36
C 3.5090 -0.0117 2.3746 0.86
C 4.5330 1.0925 2.3656 -1.78
C 3.6884 -1.1494 1.5938 -0.90
C 2.7495 -2.1702 1.5655 1.12
C 2.9776 -3.3400 0.6482 -1.77
C 1.8267 -4.6424 4.8276 1.64
C 1.4817 -3.3340 5.4795 -1.47
C 2.6080 -5.5447 5.5459 -0.98
H 3.8493 -8.7191 5.3363 0.34
H 3.4467 -7.8679 6.8310 0.34
H 4.8460 -7.3716 5.8856 0.29
H 2.7148 -8.0858 3.3495 0.20
H 1.6233 -7.6712 1.4362 0.35
H 1.4284 -5.9875 0.8865 0.27
H 0.1064 -6.7942 1.6729 0.33
H -2.1695 -0.6996 -1.6120 -0.08
H -2.5935 0.1884 -3.8842 -0.06
H -1.3709 -0.7210 -5.8276 0.46
H 0.3164 -2.5109 -5.4871 0.35
H 0.6656 -3.4496 -3.2075 0.45
H -0.5782 -1.4595 3.8779 0.22
H -0.3677 0.2528 3.5757 0.47
H 0.4050 -0.4859 4.9862 0.40
H 2.1681 0.9801 3.7076 0.23
H 4.1698 1.9677 2.9055 0.34
H 4.7704 1.4001 1.3450 0.30
H 5.4662 0.7687 2.8342 0.42
H 4.5689 -1.2265 0.9621 0.26
H 3.8671 -3.1734 0.0371 0.45
H 2.1136 -3.4965 -0.0030 0.17
H 3.1188 -4.2593 1.2236 0.25
H 0.4558 -3.0505 5.2469 0.25
H 2.1234 -2.5323 5.1105 0.19
H 1.5993 -3.3957 6.5637 0.38
H 2.9476 -5.2707 6.5422 0.33
O -1.5846 1.7545 -1.2426 0.05
P -1.8194 2.7743 -2.2741 -1.90
N -0.8063 2.6317 -3.5662 1.03
C -0.9913 3.3037 -4.8422 -0.69
C 0.3549 3.1188 -5.5451 -0.92
C 0.8566 1.7875 -4.9877 -0.75
C 0.4326 1.8436 -3.5232 0.92
N -1.6257 4.3757 -1.8159 0.07
C -2.3584 4.7727 -0.5907 -0.46
C -1.3570 5.5972 0.2248 -0.37
C -0.3528 6.0850 -0.8174 -0.93
C -0.2470 4.8915 -1.7566 0.44
N -3.4065 2.7205 -2.7572 0.71
C -4.1428 3.8049 -3.3949 -0.36
C -5.5445 3.2233 -3.5562 -0.76
C -5.6928 2.3752 -2.2935 -0.76
C -4.3151 1.7334 -2.1391 -0.07
H -1.2370 4.3635 -4.7061 0.41
H -1.8047 2.8400 -5.4158 0.30
H 1.0330 3.9249 -5.2522 0.30
H 0.2609 3.1319 -6.6319 0.45
H 1.9334 1.6570 -5.0912 0.44
H 0.3575 0.9532 -5.4824 0.11
H 1.1963 2.3527 -2.9250 -0.34
H 0.2564 0.8600 -3.0883 -0.48
H -2.6875 3.8948 -0.0289 0.25
H -3.2397 5.3630 -0.8622 0.44
H -0.8613 4.9557 0.9524 -0.17
H -1.8382 6.4102 0.7691 0.49
H 0.6100 6.3599 -0.3854 0.39
H -0.7514 6.9483 -1.3592 0.37
H 0.4462 4.1484 -1.3429 -0.62
H 0.1015 5.1606 -2.7562 0.04
H -3.6960 4.0945 -4.3489 0.11
H -4.1705 4.7006 -2.7619 0.26
H -5.5782 2.5815 -4.4406 0.29
H -6.3083 3.9954 -3.6612 0.39
H -6.4856 1.6307 -2.3639 0.42
H -5.9078 3.0175 -1.4361 0.30
H -4.2649 0.7743 -2.6631 0.15
H -4.0373 1.5418 -1.1029 -0.03
F 2.4158 0.5358 -1.2589 -0.47
C 2.1811 1.5987 -0.4598 1.51
C 1.0738 1.6245 0.3672 -1.55
C 0.9550 2.7637 1.1432 1.10
F -0.0485 2.9128 2.0150 -0.51
C 1.8603 3.8155 1.0911 0.33
F 1.7038 4.9110 1.8634 -0.48
C 2.9378 3.7523 0.2292 0.76
F 3.8158 4.7709 0.1590 -0.46
C 3.1034 2.6291 -0.5568 0.36
F 4.1596 2.5550 -1.3914 -0.48
```

Computed properties:
E_HOMO = -1.573 eV
multiplicity = 1
HOMO-LUMO gap = 5.459 eV
electronic energy = -97546.0019 eV
total charge = -2

# 5
H10O5Rb | ωB97M-V with the def2-TZVPD basis set

```
16
Properties=species:S:1:pos:R:3:mulliken_charge:R:1
Rb -1.8489 -18.6563 12.3288 0.96
O -2.6731 -22.6401 14.1094 -0.64
H -3.5684 -22.7506 14.4296 0.32
H -2.2332 -23.4586 14.3392 0.32
O 1.3968 -15.8644 11.4448 -0.64
H 2.1700 -15.6624 11.9716 0.32
H 0.8859 -15.0550 11.4482 0.33
O -6.1261 -18.7861 11.1507 -0.64
H -6.7821 -18.2975 11.6478 0.33
H -6.6078 -19.1444 10.4051 0.32
O 1.8622 -19.6282 14.6584 -0.63
H 2.2769 -18.7755 14.7892 0.32
H 2.5905 -20.2490 14.6402 0.32
O -3.5772 -17.0599 8.5168 -0.63
H -3.9718 -17.2872 7.6748 0.32
H -4.2408 -17.2967 9.1646 0.32
```

Computed properties:
E_HOMO = -14.334 eV
multiplicity = 1
HOMO-LUMO gap = 10.777 eV
electronic energy = -11050.0792 eV
total charge = +1

Values of ΔE to the lowest compared entry with this formula, charge and spin, in order: 29.4 92.9 42.3 0.0 26.1, all in kcal per mole.